{
  "formula": "C6H13P",
  "method": "the ωB97M-V functional and the def2-TZVPD basis",
  "species": ["C", "C", "C", "P", "C", "C", "C", "H", "H", "H", "H", "H", "H", "H", "H", "H", "H", "H", "H", "H"],
  "positions_angstrom": [[-2.844, 1.044, -0.308], [-1.615, 0.214, -0.083], [-1.760, -1.249, 0.264], [-0.156, 1.232, -0.017], [1.248, 0.050, -0.040], [2.030, 0.512, -1.285], [2.163, 0.284, 1.142], [-3.445, 0.820, -1.203], [-2.618, 2.052, -0.506], [-3.620, 0.924, 0.469], [-1.578, -1.331, 1.335], [-1.060, -2.063, -0.070], [-2.745, -1.637, 0.155], [0.979, -0.927, -0.270], [2.318, 1.519, -0.972], [1.427, 0.616, -2.061], [2.849, -0.041, -1.577], [2.284, -0.686, 1.495], [3.043, 0.745, 0.778], [1.613, 0.884, 1.837]],
  "e_homo_ev": -8.1,
  "charge": 0,
  "homo_lumo_gap_ev": 8.64,
  "relative_energy_kj_mol": 179.1
}

=====

{
  "formula": "C6H14",
  "method": "the ωB97M-V functional and the def2-TZVPD basis",
  "species": ["C", "C", "C", "C", "C", "C", "H", "H", "H", "H", "H", "H", "H", "H", "H", "H", "H", "H", "H", "H"],
  "positions_angstrom": [[-0.943, 0.020, -1.917], [-0.907, -0.607, -0.524], [0.175, -0.023, 0.414], [-0.110, 1.481, 0.656], [0.126, -0.782, 1.749], [1.565, -0.238, -0.211], [0.057, 0.039, -2.363], [-1.308, 1.052, -1.885], [-1.595, -0.541, -2.594], [-1.891, -0.502, -0.044], [-0.730, -1.688, -0.618], [-1.120, 1.753, 0.326], [-0.047, 1.734, 1.721], [0.590, 2.133, 0.120], [-0.759, -0.512, 2.337], [1.011, -0.552, 2.355], [0.107, -1.867, 1.585], [1.781, 0.479, -1.011], [1.647, -1.246, -0.638], [2.353, -0.133, 0.542]],
  "e_homo_ev": -10.9,
  "charge": 0,
  "homo_lumo_gap_ev": 11.84,
  "relative_energy_kj_mol": 13.3
}

=====

{
  "formula": "C6H14",
  "method": "the ωB97M-V functional and the def2-TZVPD basis",
  "species": ["C", "C", "C", "C", "C", "C", "H", "H", "H", "H", "H", "H", "H", "H", "H", "H", "H", "H", "H", "H"],
  "positions_angstrom": [[-1.015, 0.531, -2.058], [-1.519, -0.418, -0.966], [-0.848, -0.115, 0.375], [0.651, 0.197, 0.507], [0.962, 0.694, 1.946], [1.534, -1.091, 0.253], [-1.659, 0.777, -2.911], [-0.663, 1.463, -1.613], [-0.100, 0.188, -2.570], [-1.610, -1.426, -1.339], [-2.558, -0.142, -0.716], [-1.146, -0.834, 1.166], [-1.257, 0.831, 0.749], [0.916, 0.933, -0.245], [0.545, 1.685, 2.171], [2.039, 0.684, 2.101], [0.472, -0.015, 2.610], [1.305, -1.487, -0.740], [2.547, -0.696, 0.191], [1.403, -1.759, 1.091]],
  "e_homo_ev": -10.4,
  "charge": 0,
  "homo_lumo_gap_ev": 11.59,
  "relative_energy_kj_mol": 65.0
}

=====

{
  "formula": "C6H14",
  "method": "the ωB97M-V functional and the def2-TZVPD basis",
  "species": ["C", "C", "C", "C", "C", "C", "H", "H", "H", "H", "H", "H", "H", "H", "H", "H", "H", "H", "H", "H"],
  "positions_angstrom": [[-0.112, 0.658, -2.551], [-0.720, 0.574, -1.176], [-0.047, 0.263, -0.060], [1.445, 0.080, -0.054], [-0.762, 0.237, 1.280], [-0.179, -0.566, 2.451], [0.351, -0.284, -2.893], [-0.871, 0.925, -3.290], [0.667, 1.428, -2.584], [-1.798, 0.716, -1.086], [-0.543, -1.320, -0.666], [-0.236, -1.879, -0.217], [1.823, -0.613, 0.708], [1.844, -0.235, -1.024], [1.838, 1.076, 0.170], [-1.808, -0.059, 1.129], [-0.774, 1.294, 1.556], [0.822, -0.220, 2.731], [-0.820, -0.434, 3.332], [-0.121, -1.640, 2.242]],
  "e_homo_ev": -8.2,
  "charge": 0,
  "homo_lumo_gap_ev": 9.40,
  "relative_energy_kj_mol": 254.4
}

=====

{
  "formula": "C6H14AlF3NOS",
  "method": "the ωB97M-V functional and the def2-TZVPD basis",
  "species": ["N", "C", "C", "C", "C", "Al", "S", "C", "O", "C", "F", "F", "F", "H", "H", "H", "H", "H", "H", "H", "H", "H", "H", "H", "H", "H", "H"],
  "positions_angstrom": [[2.306, 0.739, 0.560], [2.655, -0.684, 0.512], [2.133, -1.363, -0.732], [0.598, -1.399, -0.881], [-0.227, -1.462, 0.394], [-2.130, -0.957, -0.118], [-3.625, -1.854, 1.397], [-2.230, 1.103, 0.003], [-0.883, 1.634, -0.326], [-0.658, 2.865, 0.031], [0.403, 3.321, -0.626], [-1.641, 3.708, -0.233], [-0.387, 2.998, 1.309], [3.125, 1.325, 0.517], [1.690, 0.996, -0.199], [2.234, -1.170, 1.380], [3.727, -0.802, 0.606], [2.524, -0.805, -1.578], [2.576, -2.351, -0.808], [0.374, -2.301, -1.433], [0.265, -0.596, -1.520], [0.073, -0.734, 1.136], [-0.194, -2.445, 0.841], [-2.484, -1.333, -1.639], [-4.831, -1.358, 1.089], [-2.929, 1.536, -0.699], [-2.464, 1.387, 1.018]],
  "e_homo_ev": -4.9,
  "charge": -1,
  "homo_lumo_gap_ev": 8.16
}

=====

{
  "formula": "C6H14AlNO3",
  "method": "the ωB97M-V functional and the def2-TZVPD basis",
  "species": ["Al", "C", "C", "O", "O", "H", "H", "H", "C", "C", "C", "O", "C", "N", "H", "H", "H", "H", "H", "H", "H", "H", "H", "H", "H"],
  "positions_angstrom": [[-30.875, -29.593, 13.514], [-34.187, -29.655, 15.972], [-32.993, -29.717, 15.009], [-31.892, -29.475, 15.522], [-33.042, -29.918, 13.805], [-35.051, -29.917, 15.361], [-34.423, -28.660, 16.350], [-34.002, -30.405, 16.740], [-27.378, -32.385, 13.605], [-28.757, -31.788, 14.007], [-28.562, -30.824, 15.216], [-29.788, -30.148, 15.548], [-29.916, -29.429, 16.774], [-29.151, -31.017, 12.884], [-26.562, -31.671, 13.495], [-27.346, -33.033, 12.730], [-27.018, -32.887, 14.503], [-29.495, -32.580, 14.138], [-27.804, -30.067, 15.011], [-28.112, -31.389, 16.032], [-30.914, -28.999, 16.860], [-29.151, -28.658, 16.686], [-29.688, -30.128, 17.578], [-28.393, -30.410, 12.607], [-29.206, -31.674, 12.119]],
  "e_homo_ev": -18.4,
  "charge": 2,
  "homo_lumo_gap_ev": 6.32,
  "relative_energy_kj_mol": 0.0
}

=====

{
  "formula": "C6H14BINO5",
  "method": "the ωB97M-V functional and the def2-TZVPD basis",
  "species": ["O", "O", "C", "B", "O", "C", "C", "I", "O", "H", "H", "H", "H", "H", "H", "H", "C", "C", "O", "N", "C", "H", "H", "H", "H", "H", "H", "H"],
  "positions_angstrom": [[-3.014, 1.989, -1.910], [-2.822, 0.596, -2.178], [-1.418, 0.372, -2.465], [-0.449, -0.009, -1.210], [-0.134, 1.111, -0.291], [0.999, 1.732, -0.831], [1.825, 0.555, -1.347], [3.099, 1.277, -3.018], [0.929, -0.330, -1.840], [-2.945, 2.375, -2.794], [-1.042, 1.255, -3.000], [-1.389, -0.448, -3.191], [-0.816, -1.034, -0.630], [0.742, 2.371, -1.684], [1.484, 2.323, -0.051], [2.470, 0.095, -0.595], [1.006, 0.107, 2.397], [1.253, -1.306, 1.925], [2.328, -1.655, 1.468], [0.209, -2.175, 1.983], [-1.137, -1.921, 2.442], [1.926, 0.668, 2.268], [0.225, 0.574, 1.794], [0.719, 0.126, 3.451], [0.429, -3.090, 1.626], [-1.395, -2.582, 3.274], [-1.852, -2.084, 1.633], [-1.232, -0.893, 2.774]],
  "e_homo_ev": -4.6,
  "charge": -1,
  "homo_lumo_gap_ev": 7.50
}

=====

{
  "formula": "C6H14BiN4O2Se3Te",
  "method": "the ωB97M-V functional and the def2-TZVPD basis",
  "species": ["Bi", "Se", "Se", "Te", "Se", "N", "C", "C", "C", "C", "N", "C", "N", "N", "C", "O", "O", "H", "H", "H", "H", "H", "H", "H", "H", "H", "H", "H", "H", "H", "H"],
  "positions_angstrom": [[0.723, -0.081, -0.574], [-0.660, 1.462, -2.316], [-0.789, -0.496, -3.571], [-2.532, -1.752, -2.276], [-1.187, -1.784, -0.094], [-0.393, 1.515, 0.899], [-0.043, 1.472, 2.328], [-1.270, 1.651, 3.236], [-2.397, 0.595, 3.067], [-2.823, -0.079, 4.382], [-1.858, -1.090, 4.810], [-1.877, -2.355, 4.373], [-3.034, -2.968, 4.110], [-0.734, -3.020, 4.262], [0.706, 0.160, 2.658], [0.944, -0.071, 3.846], [1.072, -0.563, 1.679], [-0.294, 2.442, 0.498], [-1.364, 1.236, 0.769], [0.675, 2.264, 2.548], [-1.689, 2.640, 3.047], [-0.900, 1.663, 4.262], [-2.101, -0.197, 2.370], [-3.276, 1.078, 2.640], [-3.801, -0.541, 4.263], [-2.912, 0.665, 5.172], [-0.921, -0.724, 4.937], [-3.913, -2.534, 4.321], [-3.046, -3.915, 3.775], [0.117, -2.469, 4.144], [-0.724, -3.978, 3.960]],
  "e_homo_ev": -10.6,
  "charge": 1,
  "homo_lumo_gap_ev": 7.28,
  "relative_energy_kj_mol": 0.0
}

=====

{
  "formula": "C6H14BrIOSi",
  "method": "the ωB97M-V functional and the def2-TZVPD basis",
  "species": ["C", "C", "C", "C", "C", "C", "O", "Si", "Br", "I", "H", "H", "H", "H", "H", "H", "H", "H", "H", "H", "H", "H", "H", "H"],
  "positions_angstrom": [[2.438, -2.552, 1.480], [-1.414, 2.709, -2.488], [0.987, -2.227, 1.821], [0.709, -0.713, 1.857], [-2.660, 2.758, -1.586], [-0.311, -0.241, 0.816], [-2.507, 2.236, -0.378], [0.327, -0.298, -0.968], [2.372, 0.562, -1.201], [0.240, -2.448, -2.178], [3.104, -2.137, 2.230], [2.588, -3.629, 1.444], [2.721, -2.142, 0.514], [-1.104, 1.668, -2.621], [-1.623, 3.147, -3.461], [-0.596, 3.254, -2.023], [0.755, -2.663, 2.794], [0.330, -2.716, 1.098], [0.315, -0.435, 2.837], [1.650, -0.170, 1.731], [-3.507, 2.264, -2.121], [-2.981, 3.823, -1.505], [-0.612, 0.789, 1.026], [-1.221, -0.839, 0.882]],
  "e_homo_ev": [-9.8, -7.4],
  "charge": 0,
  "homo_lumo_gap_ev": [8.74, 5.71],
  "relative_energy_kj_mol": 0.0
}

=====

{
  "formula": "C6H14ClN2O2Zr",
  "method": "the ωB97M-V functional and the def2-TZVPD basis",
  "species": ["Zr", "Cl", "C", "C", "O", "N", "C", "H", "H", "H", "H", "H", "H", "H", "C", "C", "O", "N", "C", "H", "H", "H", "H", "H", "H", "H"],
  "positions_angstrom": [[-32.421, -12.309, 27.233], [-33.317, -11.187, 29.274], [-31.170, -8.463, 25.587], [-32.442, -9.079, 26.101], [-32.469, -10.321, 26.497], [-33.512, -8.357, 26.063], [-34.896, -8.762, 26.308], [-31.006, -7.515, 26.099], [-31.213, -8.319, 24.507], [-30.313, -9.109, 25.767], [-33.393, -7.376, 25.829], [-34.964, -9.591, 27.011], [-35.396, -9.143, 25.417], [-35.435, -7.923, 26.739], [-28.289, -12.644, 28.131], [-29.295, -11.574, 28.464], [-30.521, -11.648, 28.025], [-28.884, -10.557, 29.145], [-29.735, -9.498, 29.687], [-27.869, -12.947, 29.095], [-27.485, -12.268, 27.499], [-28.723, -13.554, 27.727], [-27.903, -10.473, 29.392], [-29.277, -8.568, 29.336], [-29.812, -9.457, 30.770], [-30.704, -9.426, 29.199]],
  "e_homo_ev": -21.6,
  "charge": 3,
  "homo_lumo_gap_ev": 7.20,
  "relative_energy_kj_mol": 0.0
}

=====

{
  "formula": "C6H14ClNSi",
  "method": "the ωB97M-V functional and the def2-TZVPD basis",
  "species": ["C", "C", "Si", "Cl", "N", "C", "C", "C", "C", "H", "H", "H", "H", "H", "H", "H", "H", "H", "H", "H", "H", "H", "H"],
  "positions_angstrom": [[-0.628, -2.268, 1.798], [-1.297, -1.240, 1.351], [-0.973, -0.096, -0.124], [-2.532, 1.271, -0.163], [-0.823, -0.864, -1.718], [0.383, -1.614, -1.993], [0.742, 1.012, 0.145], [0.513, 1.736, 1.462], [1.101, 2.089, -0.973], [-1.004, -2.804, 2.701], [0.157, -2.660, 1.214], [-2.035, -0.693, 1.835], [-1.676, -1.456, -1.799], [1.080, -1.686, -1.112], [0.041, -2.627, -2.141], [0.883, -1.270, -2.812], [1.651, 0.396, 0.355], [0.358, 0.941, 2.283], [1.440, 2.347, 1.791], [-0.448, 2.474, 1.401], [0.049, 2.144, -1.517], [1.915, 1.851, -1.637], [1.101, 3.019, -0.349]],
  "e_homo_ev": -9.3,
  "charge": 0,
  "homo_lumo_gap_ev": 10.06,
  "relative_energy_kj_mol": 139.6
}

=====

| no. | E (Eh) |
| --- | --- |
| 1 | -577.66756 |
| 2 | -237.00636 |
| 3 | -236.98664 |
| 4 | -236.91452 |
| 5 | -1307.33532 |
| 6 | -759.21694 |
| 7 | -990.54413 |
| 8 | -8293.37508 |
| 9 | -3473.40989 |
| 10 | -1003.17264 |
| 11 | -1041.44838 |